Entry 1:
The following is a DFT calculation (ωB97M-V/def2-TZVPD) of C45H48N12O3Si2Ti as an isolated structure.

Computed properties:
Charge: +1
Spin multiplicity: 2

Each line ends with the Mulliken charge.
Cartesian coordinates (Å):
Ti1 -0.117 0.861 -0.553  -1.173
C1 -1.727 -1.286 4.569  -1.485
N1 -1.000 -0.476 3.597  0.762
C2 -1.394 -0.051 2.402  -0.542
N2 -0.380 0.520 1.768  0.768
C3 0.640 0.393 2.661  -1.569
N3 0.314 -0.204 3.778  -1.002
C4 -1.545 -2.769 4.335  1.105
C5 -2.554 -3.642 4.724  -1.033
C6 -2.403 -5.012 4.551  -0.716
C7 -1.252 -5.520 3.973  -0.994
C8 -0.246 -4.645 3.575  -0.065
C9 -0.388 -3.276 3.761  0.066
C10 0.937 -5.177 2.895  0.556
N4 1.150 -6.376 2.489  -0.483
N5 2.361 -6.342 1.791  -0.521
C11 2.767 -5.125 1.843  0.491
O1 1.929 -4.320 2.544  -0.168
C12 3.895 -4.506 1.142  -0.114
C13 4.695 -5.275 0.298  -0.936
C14 5.693 -4.661 -0.437  -0.784
C15 5.882 -3.285 -0.357  -0.911
C16 5.091 -2.519 0.487  0.988
C17 5.267 -1.024 0.561  -1.286
N6 4.112 -0.302 0.007  1.125
C18 2.886 -0.222 0.495  -0.944
N7 2.109 0.469 -0.330  0.940
C19 2.962 0.786 -1.353  -1.054
N8 4.178 0.332 -1.187  -1.080
C20 4.112 -3.142 1.252  0.355
H1 -2.780 -1.016 4.500  0.468
H2 -1.365 -0.983 5.551  0.316
H3 -2.397 -0.166 2.027  0.631
H4 1.620 0.804 2.501  1.160
H5 -3.465 -3.255 5.165  0.477
H6 -3.192 -5.684 4.860  0.417
H7 -1.127 -6.583 3.818  0.560
H8 0.408 -2.613 3.450  0.808
H9 4.516 -6.339 0.222  0.560
H10 6.317 -5.251 -1.093  0.422
H11 6.646 -2.809 -0.958  0.435
H12 6.121 -0.694 -0.024  0.422
H13 5.403 -0.686 1.588  0.303
H14 2.593 -0.668 1.428  0.385
H15 2.663 1.363 -2.213  0.826
H16 3.503 -2.573 1.943  0.627
C21 0.159 -1.997 -3.289  -1.067
Si1 -0.036 -0.225 -3.797  0.160
C22 1.425 0.051 -4.921  -1.256
C23 -1.703 -0.080 -4.605  -1.156
N9 0.042 0.970 -2.456  1.590
C24 0.153 2.341 -2.834  0.571
C25 0.022 2.816 -4.138  -0.866
C26 0.195 4.158 -4.439  -1.399
C27 0.497 5.050 -3.426  -1.358
C28 0.565 4.601 -2.116  -1.187
C29 0.357 3.262 -1.794  1.364
N10 0.243 2.755 -0.454  1.247
Si2 0.265 4.030 0.822  0.179
C30 -0.141 3.499 2.556  -1.240
C31 -1.071 5.269 0.447  -1.153
C32 1.981 4.749 0.937  -1.139
H17 0.231 -2.532 -4.241  0.611
H18 -0.680 -2.422 -2.740  0.188
H19 1.084 -2.191 -2.746  0.206
H20 1.268 -0.493 -5.856  0.428
H21 2.308 -0.384 -4.444  0.328
H22 1.653 1.084 -5.171  0.444
H23 -1.909 -0.981 -5.188  0.437
H24 -1.823 0.779 -5.265  0.375
H25 -2.468 -0.004 -3.827  0.252
H26 -0.215 2.136 -4.941  0.423
H27 0.099 4.494 -5.462  0.444
H28 0.663 6.096 -3.642  0.438
H29 0.762 5.323 -1.342  0.502
H30 -1.094 2.984 2.664  0.191
H31 -0.224 4.452 3.088  0.549
H32 0.640 2.935 3.059  0.351
H33 -2.040 4.807 0.660  0.195
H34 -1.093 5.638 -0.576  0.460
H35 -0.957 6.124 1.120  0.474
H36 2.720 3.944 0.873  0.292
H37 2.099 5.227 1.912  0.385
H38 2.237 5.483 0.177  0.385
O2 -5.639 6.169 -0.843  -0.492
C33 -6.013 4.930 -0.454  0.441
O3 -7.127 4.724 -0.072  -0.536
C34 -4.966 3.858 -0.517  0.835
C35 -5.111 2.769 0.333  -1.333
C36 -4.185 1.740 0.315  -0.412
C37 -3.108 1.784 -0.566  0.398
C38 -2.969 2.862 -1.430  -0.535
C39 -3.896 3.891 -1.404  -1.146
N11 -2.136 0.746 -0.575  1.609
C40 -2.588 -0.518 -0.551  -1.127
C41 -1.697 -1.598 -0.428  0.262
C42 -2.169 -2.930 -0.372  -1.107
C43 -1.280 -3.958 -0.257  -1.193
C44 0.095 -3.662 -0.203  -0.483
C45 0.494 -2.355 -0.253  -1.469
N12 -0.355 -1.311 -0.364  1.569
H39 -4.689 6.197 -1.010  0.342
H40 -5.958 2.740 1.005  0.473
H41 -4.301 0.906 0.996  0.377
H42 -2.152 2.891 -2.139  0.462
H43 -3.784 4.705 -2.112  0.475
H44 -3.645 -0.723 -0.682  0.496
H45 -3.235 -3.107 -0.429  0.578
H46 -1.622 -4.984 -0.219  0.511
H47 0.834 -4.449 -0.164  0.720
H48 1.549 -2.120 -0.254  0.522

Entry 2:
The following is a DFT calculation (ωB97M-V/def2-TZVPD) of C12H17N3O4PPdSTe as an isolated structure.

Computed properties:
Charge: -1

Each line ends with the natural charge from an NBO analysis.
Cartesian coordinates (Å):
Pd1 0.859 -0.043 0.891  0.834
N1 3.547 -2.585 3.114  -0.814
C1 2.869 -1.641 2.363  0.255
S1 1.211 -1.984 1.975  -0.214
N2 3.515 -0.573 2.036  -0.430
N3 2.745 0.326 1.301  -0.283
C2 3.383 1.359 0.878  0.149
C3 2.874 2.448 0.092  -0.266
C4 3.807 3.428 -0.301  -0.135
C5 3.454 4.515 -1.058  -0.314
C6 2.109 4.644 -1.450  -0.196
C7 1.172 3.717 -1.083  -0.244
C8 1.506 2.579 -0.292  0.408
O1 0.566 1.767 0.029  -0.697
H1 3.186 -3.520 3.027  0.383
H2 4.550 -2.518 3.033  0.383
H3 4.435 1.391 1.152  0.189
H4 4.838 3.301 0.012  0.195
H5 4.190 5.251 -1.352  0.200
H6 1.808 5.490 -2.058  0.198
H7 0.139 3.806 -1.391  0.210
C9 -3.320 -4.010 0.554  -0.628
C10 -2.043 -3.261 0.875  -0.069
O2 -1.390 -2.864 -0.339  -0.835
P1 -1.390 -1.321 -0.773  1.991
O3 -1.131 -0.451 0.452  -1.136
Te1 -0.080 -1.068 -2.695  -0.586
O4 -2.970 -1.133 -1.082  -0.848
C11 -3.419 0.183 -1.420  -0.074
C12 -4.838 0.075 -1.927  -0.618
H8 -3.790 -4.364 1.474  0.197
H9 -3.106 -4.870 -0.081  0.206
H10 -4.018 -3.358 0.028  0.220
H11 -1.335 -3.897 1.408  0.183
H12 -2.239 -2.385 1.495  0.194
H13 -2.759 0.598 -2.188  0.199
H14 -3.354 0.819 -0.534  0.183
H15 -4.875 -0.549 -2.820  0.211
H16 -5.224 1.066 -2.177  0.202
H17 -5.486 -0.367 -1.168  0.201

Entry 3:
The following is a DFT calculation (ωB97M-V/def2-TZVPD) of a 2-piece molecular cluster, C4H10S overall at a distorted geometry.

Computed properties:
Structure (SMILES): C=C.CCS

Each line ends with the natural charge from an NBO analysis.
Cartesian coordinates (Å):
C1 -4.317 -0.032 4.460  -0.379
C2 -4.753 -1.262 4.694  -0.386
H1 -3.595 0.410 5.093  0.184
H2 -4.594 0.591 3.617  0.193
H3 -4.394 -1.860 5.514  0.196
H4 -5.518 -1.671 4.039  0.191
C3 3.764 1.137 -3.324  -0.612
C4 2.880 -0.123 -3.148  -0.515
S1 2.126 -0.150 -1.494  -0.046
H5 4.465 0.940 -4.142  0.206
H6 4.281 1.463 -2.429  0.214
H7 3.144 1.961 -3.678  0.207
H8 2.104 -0.087 -3.893  0.216
H9 3.519 -0.986 -3.340  0.207
H10 0.889 -0.331 -1.969  0.123

Entry 4:
The following is a DFT calculation (ωB97M-V/def2-TZVPD) of C4H9N3O in the gas phase at a distorted geometry.

Computed properties:
Structure (SMILES): C=C=C(N)N(N)CO

Each line ends with the natural charge from an NBO analysis.
Cartesian coordinates (Å):
C1 1.108 -0.989 0.676  0.082
C2 -0.624 0.668 0.113  0.270
C3 -1.489 -0.326 0.058  -0.104
N1 1.616 1.237 -0.346  -0.667
N2 -0.964 2.020 0.062  -0.826
C4 -2.455 -1.186 -0.064  -0.418
O1 1.188 -1.804 -0.464  -0.710
N3 0.731 0.427 0.405  -0.309
H1 1.841 -1.442 -1.075  0.458
H2 2.469 1.384 0.185  0.361
H3 1.852 0.820 -1.249  0.328
H4 -0.178 2.602 -0.196  0.400
H5 -1.840 2.208 -0.403  0.385
H6 0.389 -1.477 1.332  0.207
H7 2.073 -0.950 1.205  0.153
H8 -2.925 -1.653 0.794  0.192
H9 -2.792 -1.541 -1.030  0.196

Entry 5:
The following is a DFT calculation (ωB97M-V/def2-TZVPD) of C24H25N5O4S3Ti as an isolated structure at a distorted geometry.

Each line ends with the natural charge from an NBO analysis.
Cartesian coordinates (Å):
Ti1 0.678 -0.172 -0.836  1.236
N1 -1.955 -3.115 -1.487  -0.801
C1 -1.340 -1.909 -1.541  0.319
S1 0.099 -1.799 -2.551  -0.242
N2 -1.833 -0.894 -0.905  -0.409
N3 -1.117 0.282 -1.107  -0.367
C2 -1.337 1.072 -2.196  0.048
C3 -2.424 0.895 -3.158  0.002
C4 -2.209 1.193 -4.513  -0.212
C5 -3.193 0.967 -5.457  -0.216
C6 -4.417 0.432 -5.080  -0.218
C7 -4.651 0.142 -3.743  -0.212
C8 -3.675 0.378 -2.790  -0.207
C9 -0.228 1.956 -2.412  0.148
C10 -0.299 3.223 -3.009  -0.207
C11 0.826 4.006 -3.089  -0.204
C12 2.037 3.520 -2.560  -0.274
C13 2.060 2.284 -1.976  0.034
N4 0.967 1.482 -1.898  -0.605
H1 -1.430 -3.912 -1.791  0.405
H2 -2.671 -3.248 -0.792  0.401
H3 -1.242 1.563 -4.828  0.213
H4 -3.001 1.191 -6.498  0.211
H5 -5.186 0.242 -5.817  0.211
H6 -5.606 -0.270 -3.443  0.211
H7 -3.875 0.170 -1.751  0.228
H8 -1.253 3.577 -3.375  0.234
H9 0.776 4.993 -3.528  0.219
H10 2.941 4.112 -2.601  0.222
H11 2.972 1.885 -1.547  0.206
O1 3.679 -3.700 3.057  -0.911
S2 3.380 -2.345 2.711  2.295
O2 3.746 -1.319 3.653  -0.939
N5 1.803 -2.172 2.273  -0.760
C14 1.702 -1.744 1.050  0.618
O3 0.587 -1.499 0.461  -0.690
C15 2.992 -1.545 0.325  -0.070
C16 3.203 -1.120 -0.984  -0.194
C17 4.507 -1.054 -1.455  -0.178
C18 5.575 -1.419 -0.644  -0.186
C19 5.365 -1.839 0.666  -0.172
C20 4.068 -1.893 1.120  -0.292
H12 2.375 -0.865 -1.656  0.191
H13 4.688 -0.733 -2.472  0.227
H14 6.579 -1.390 -1.044  0.226
H15 6.188 -2.123 1.308  0.240
C21 1.497 4.182 1.288  -0.626
C22 1.215 3.048 2.267  -0.577
S3 0.342 1.714 1.388  1.266
O4 1.488 0.991 0.682  -0.958
C23 -0.162 0.713 2.820  -0.586
C24 0.823 0.653 3.969  -0.634
H16 2.230 4.869 1.708  0.225
H17 0.589 4.741 1.063  0.218
H18 1.897 3.786 0.354  0.227
H19 0.586 3.369 3.097  0.229
H20 2.134 2.600 2.643  0.244
H21 -0.347 -0.276 2.399  0.272
H22 -1.121 1.144 3.120  0.233
H23 1.795 0.296 3.650  0.249
H24 0.460 -0.062 4.707  0.238
H25 0.944 1.617 4.463  0.202

Relative energy (zero: lowest compared OMol25 entry of this formula, charge and spin) in kcal per mole, matching the order above: 0.0 0.0 28.5 85.3 47.0